Entry from OMol25: a cluster of 2 separate species, CH3O2S in total in a non-equilibrium geometry (ωB97M-V/def2-TZVPD).

Structure (XYZ):
```
7
CH3O2S, DFT ωB97M-V/def2-TZVPD
S 0.64 -2.01 0.93
H -0.01 -0.81 0.65
H 1.73 -1.44 1.46
O 0.00 2.06 -1.27
C -0.58 1.08 -0.76
O -0.64 0.73 0.42
H -1.14 0.39 -1.43
```

Calculated values
Kohn-Sham gap (spin up / spin down) in hartree: 0.3759 / 0.1733
Spin multiplicity: 2
Largest force on an atom in hartree/bohr: 0.06391
E_LUMO (spin up / spin down) in eV: 0.74 / -4.76
Total charge: 0
Energy relative to the best compared isomer or geometry (same formula, charge and spin) in kcal/mol: 30.99

---

Entry from OMol25: a cluster of 2 separate species, CH3O3 in total in a non-equilibrium geometry (ωB97M-V/def2-TZVPD).

Structure (XYZ):
```
7
CH3O3, DFT ωB97M-V/def2-TZVPD
O 1.72 -3.56 -1.14
H 1.76 -3.99 -0.26
H 1.42 -2.64 -0.95
O 1.55 -1.36 -0.65
O 0.00 0.00 0.00
C 0.39 -1.04 -0.54
H -0.36 -1.81 -0.83
```

Calculated values
Kohn-Sham gap in hartree: 0.3251
Largest force on an atom in hartree/bohr: 0.08100
E_LUMO in eV: 4.52
Total charge: -1
Energy relative to the best compared isomer or geometry (same formula, charge and spin) in kcal/mol: 19.38

---

Entry from OMol25: a cluster of 2 separate species, CH3O3 in total in a non-equilibrium geometry (ωB97M-V/def2-TZVPD).

Structure (XYZ):
```
7
CH3O3, DFT ωB97M-V/def2-TZVPD
O -0.64 0.43 -0.68
C -0.33 1.42 -0.01
O 0.73 1.71 0.72
H -1.29 1.90 0.26
H 0.26 -1.35 -0.73
H 0.63 -1.94 0.69
O 0.63 -2.17 -0.25
```

Calculated values
Kohn-Sham gap in hartree: 0.3172
Largest force on an atom in hartree/bohr: 0.09054
E_LUMO in eV: 4.56
Total charge: -1
Energy relative to the best compared isomer or geometry (same formula, charge and spin) in kcal/mol: 15.83

---

Entry from OMol25: a cluster of 2 separate species, CH3O3 in total in a non-equilibrium geometry (ωB97M-V/def2-TZVPD).

Structure (XYZ):
```
7
CH3O3, DFT ωB97M-V/def2-TZVPD
C 0.47 0.38 0.92
O 1.05 -1.28 3.03
O 0.56 -2.37 1.22
O 1.04 -2.30 2.39
H 0.96 0.07 0.10
H 0.89 1.29 1.50
H -0.60 0.10 0.99
```

Calculated values
Kohn-Sham gap (spin up / spin down) in hartree: 0.3161 / 0.3161
Largest force on an atom in hartree/bohr: 0.09963
E_LUMO (spin up / spin down) in eV: -9.16 / -9.16
Total charge: +1
Energy relative to the best compared isomer or geometry (same formula, charge and spin) in kcal/mol: 156.52

---

Entry from OMol25: a structure of composition CH3O3PS2 in a non-equilibrium geometry (ωB97M-V/def2-TZVPD).

Structure (XYZ):
```
10
CH3O3PS2, DFT ωB97M-V/def2-TZVPD
C -0.41 -1.61 -0.52
O 4.04 -0.96 -0.14
O 3.45 1.39 -0.24
O 1.77 -0.19 0.38
P 2.73 0.00 -0.87
S 4.68 0.47 0.55
S 1.10 -1.79 0.59
H -0.39 -0.66 -1.04
H -1.37 -1.66 0.02
H -0.46 -2.56 -1.11
```

Calculated values
Kohn-Sham gap in hartree: 0.2988
Largest force on an atom in hartree/bohr: 0.04824
E_LUMO in eV: -0.46
Total charge: 0
Energy relative to the best compared isomer or geometry (same formula, charge and spin) in kcal/mol: 5.35

---

Entry from OMol25: a cluster of 2 separate species, CH3O3S2 in total in a non-equilibrium geometry (ωB97M-V/def2-TZVPD).

Structure (XYZ):
```
9
CH3O3S2, DFT ωB97M-V/def2-TZVPD
C 0.89 0.19 -0.80
O -2.51 -0.56 1.04
O -3.15 -0.07 -1.28
O -3.60 1.57 0.47
S 1.89 1.20 0.26
S -2.77 0.44 0.01
H 0.86 -0.75 -0.37
H 1.14 0.14 -1.78
H -0.18 0.53 -0.83
```

Calculated values
Kohn-Sham gap (spin up / spin down) in hartree: 0.3096 / 0.1601
Largest force on an atom in hartree/bohr: 0.05996
E_LUMO (spin up / spin down) in eV: 3.19 / 0.98
Total charge: -1
Energy relative to the best compared isomer or geometry (same formula, charge and spin) in kcal/mol: 56.55

---

Entry from OMol25: the ion CH3O3S2 with charge -1 in a non-equilibrium geometry (ωB97M-V/def2-TZVPD).

Structure (XYZ):
```
9
CH3O3S2, DFT ωB97M-V/def2-TZVPD
C -0.15 0.17 -0.90
O 1.77 -1.71 2.62
O 3.37 -0.70 1.02
O -0.26 -0.59 1.61
S 0.26 -1.12 0.12
S 2.47 -1.86 1.33
H -0.08 -0.18 -1.83
H 0.59 1.06 -0.80
H 0.63 -0.60 2.03
```

Calculated values
Kohn-Sham gap in hartree: 0.2322
Largest force on an atom in hartree/bohr: 0.09908
E_LUMO in eV: 3.57
Total charge: -1
Energy relative to the best compared isomer or geometry (same formula, charge and spin) in kcal/mol: 74.18

---

Entry from OMol25: the ion CH3O4 with charge +1 in a non-equilibrium geometry (ωB97M-V/def2-TZVPD).

Structure (XYZ):
```
8
CH3O4, DFT ωB97M-V/def2-TZVPD
C -0.48 0.74 -0.04
O 1.79 -2.19 0.95
O -0.45 0.69 -1.29
O 0.23 -0.76 0.25
O 1.34 -1.05 0.93
H -1.37 0.77 0.67
H 0.15 1.53 0.33
H -1.23 0.26 -1.79
```

Calculated values
Kohn-Sham gap (spin up / spin down) in hartree: 0.3300 / 0.3289
Largest force on an atom in hartree/bohr: 0.09454
E_LUMO (spin up / spin down) in eV: -9.06 / -9.09
Total charge: +1
Energy relative to the best compared isomer or geometry (same formula, charge and spin) in kcal/mol: 153.20

---

Among the records above, which one has the lowest largest force on an atom? CH3O3PS2

---

Which value of largest force on an atom does entry 2 give? 0.08100 hartree/bohr

---

Which value of largest force on an atom does entry 1 give? 0.06391 hartree/bohr